The molecule C24H20FN3O3 in a non-equilibrium geometry. Source: OMol25; level of theory: wB97M-V/def2-TZVPD.

```
51
Properties=species:S:1:pos:R:3:lowdin_charge:R:1
H -3.003 -1.993 -2.287 0.12
N 3.491 -0.431 0.034 0.05
H -4.430 1.022 0.401 0.11
C 2.798 1.799 4.264 -0.19
C 4.604 2.922 5.339 -0.08
C 1.936 -0.567 -1.600 -0.08
H 4.645 1.463 3.213 0.12
O 0.634 2.020 5.268 0.08
H 4.197 -0.807 -0.608 0.16
H -0.466 0.567 -0.414 0.13
H 4.926 3.471 4.450 0.10
H -3.411 1.009 -2.660 0.13
F -4.291 -3.906 -1.148 0.06
C 0.609 -0.370 -2.097 -0.15
H -5.665 -3.050 0.871 0.12
C -2.845 0.696 -1.776 -0.08
H 1.194 2.550 5.853 0.11
H 2.670 -1.013 -2.283 0.12
O 3.231 2.616 5.283 -0.10
H -0.174 0.453 3.375 0.12
C 3.585 1.271 3.263 0.05
C 3.971 -0.074 1.265 -0.42
H 0.314 -1.938 -6.526 0.10
C -0.108 -1.485 -5.642 -0.10
C -5.105 -2.287 0.354 -0.01
C 1.422 1.506 4.292 -0.24
H -5.730 -0.677 1.610 0.11
C 0.878 0.680 3.322 0.00
C -4.330 -2.621 -0.741 -0.26
H 1.236 -0.490 1.573 0.09
C -4.401 -0.007 0.075 -0.05
H 5.209 2.017 5.446 0.10
C 0.114 -0.709 -3.399 -0.12
C -3.594 -1.682 -1.439 0.05
C -2.040 -0.523 -4.548 -0.02
H -2.707 1.573 -1.136 0.13
C 1.671 0.157 2.316 -0.04
C -1.451 -1.104 -5.651 -0.09
N -1.556 0.226 -2.204 -0.05
H -2.040 -1.272 -6.541 0.10
H -3.082 -0.239 -4.565 0.11
N 2.241 -0.234 -0.407 0.04
C -1.249 -0.326 -3.423 -0.18
C -3.630 -0.357 -1.026 -0.19
H 1.718 -1.594 -4.532 0.11
O 5.164 -0.202 1.482 0.06
C -0.451 0.187 -1.417 0.02
C 3.026 0.459 2.272 -0.14
H 4.730 3.550 6.219 0.09
C 0.681 -1.294 -4.529 -0.03
C -5.135 -0.963 0.756 -0.07
```

Properties
Lowest unoccupied orbital energy = 0.5 eV
Total energy = -1416.4103 a.u.
Frontier orbital gap = 8.157 eV
SMILES string = COc1cc(C(=O)N/N=C/c2cn(Cc3cccc(F)c3)c3ccccc23)ccc1O
Total charge = 0
HOMO level = -0.28206 hartree